Record 1
91
Properties=species:S:1:pos:R:3:forces:R:3:lowdin_spin:R:1 method="wB97M-V/def2-TZVPD" total_charge=+2 homo_ev="-13.68 / -13.68" spin_multiplicity=2 homo_lumo_gap_ev="6.22 / 5.41" de_lowest_kcal_mol=67.1 s2=0.7691
Ta -0.1345 0.1493 0.0186 -0.7 -1.4 -0.6 0.014
C -2.1013 -5.0373 1.2140 0.0 0.0 0.0 0.001
C -1.6041 -4.8091 -0.0602 0.0 0.0 0.0 0.000
C -1.4884 -3.5103 -0.5389 -0.1 -0.1 -0.1 0.000
C -1.8414 -2.4442 0.2708 0.1 0.1 -0.1 0.001
C -2.4045 -2.6707 1.5228 0.0 0.0 0.1 0.001
C -2.5252 -3.9662 1.9953 0.0 -0.1 0.0 0.000
N -1.7741 -1.0860 -0.2457 0.8 1.0 0.2 0.000
C -3.0199 -0.5861 -0.6594 0.1 -0.7 0.0 0.000
C -4.1360 -1.3774 -0.9437 0.1 -0.2 0.0 0.000
C -5.3134 -0.7662 -1.3143 -0.1 0.1 0.0 0.000
C -5.4302 0.6335 -1.3848 -0.1 -0.2 0.0 0.000
C -4.3393 1.4116 -1.1110 0.1 0.2 0.0 0.000
C -3.1392 0.7761 -0.7789 0.1 0.6 0.0 0.000
N -1.9590 1.4388 -0.4555 -0.2 -0.3 -0.2 0.002
N -1.9798 2.6752 -0.4233 0.3 0.2 0.1 0.000
C -0.7840 3.2131 0.0513 0.0 0.0 -0.1 0.000
C -0.7529 4.5612 0.3111 -0.1 0.2 0.0 0.000
C 0.3954 5.0997 0.8630 0.0 0.2 0.0 0.000
C 1.4671 4.2617 1.1138 0.1 0.0 0.0 0.000
C 1.3611 2.9195 0.8136 -0.1 0.0 -0.3 0.000
N 0.2523 2.3823 0.2792 -0.2 -0.2 0.1 0.000
H -2.1924 -6.0500 1.5862 0.0 0.0 0.0 0.000
H -1.3232 -5.6427 -0.6919 0.0 0.0 0.0 0.000
H -1.1901 -3.3287 -1.5642 0.1 0.0 0.0 0.000
H -2.7542 -1.8364 2.1153 0.0 0.0 0.0 0.000
H -2.9586 -4.1407 2.9718 0.0 0.0 0.0 0.000
H -4.0694 -2.4547 -0.8722 -0.1 0.0 0.0 0.000
H -6.1731 -1.3823 -1.5465 0.0 0.0 0.0 0.000
H -6.3750 1.0867 -1.6522 0.0 0.0 0.0 0.000
H -4.3748 2.4919 -1.1530 0.0 0.0 0.0 0.000
H -1.6334 5.1502 0.0934 0.0 0.0 0.0 0.000
H 0.4489 6.1547 1.1020 0.0 -0.1 0.0 0.000
H 2.3870 4.6348 1.5434 0.0 0.0 0.0 0.000
H 2.1860 2.2569 0.9938 0.1 -0.1 0.1 0.000
C 3.9638 0.3930 1.0117 0.0 0.0 0.0 0.009
C 3.5418 -0.2065 2.3170 -0.3 -0.1 -0.1 0.092
C 4.2866 -0.0022 3.4354 0.1 0.0 0.3 0.025
C 4.0223 -0.7342 4.6090 0.1 0.1 0.0 0.199
C 3.0195 -1.6957 4.6499 0.1 0.1 0.1 0.005
C 2.2275 -1.9629 3.5595 -0.1 0.0 -0.3 0.121
C 1.1176 -2.9578 3.7424 0.1 0.0 -0.1 0.012
C 2.4609 -1.1809 2.3487 0.2 -0.1 0.3 0.204
N 1.7821 -1.3571 1.1868 -0.3 0.1 -0.2 0.175
C 1.7716 -2.6627 0.7181 0.1 0.2 0.1 0.031
O 2.2508 -3.6414 1.2360 0.0 -0.1 0.3 0.059
C 1.3536 -2.7066 -0.6982 -0.1 0.1 -0.1 0.001
C 1.6573 -3.8089 -1.4722 0.0 -0.1 0.0 0.003
C 1.3950 -3.7697 -2.8287 0.0 -0.1 -0.1 -0.001
C 0.8943 -2.5940 -3.3690 0.0 -0.1 -0.1 0.003
C 0.6419 -1.5425 -2.5207 0.0 -0.1 0.1 0.000
N 0.8292 -1.5889 -1.2015 -0.1 0.2 0.1 0.003
C 0.3011 -0.2060 -3.0196 -0.1 0.4 0.1 0.000
O 0.2780 0.0541 -4.1904 0.0 0.0 -0.1 -0.001
N 0.1349 0.7281 -1.9852 -0.2 0.2 0.4 0.000
C 0.1242 2.0870 -2.5312 0.3 -0.2 0.0 0.000
C -0.9503 2.5716 -3.2790 -0.2 -0.2 0.0 0.000
C -2.0896 1.7191 -3.7823 0.0 0.1 0.1 0.000
C -0.9111 3.9027 -3.6820 0.0 0.2 0.0 0.000
C 0.1840 4.7052 -3.4168 0.0 0.0 0.0 0.000
C 1.3039 4.1553 -2.8105 0.0 0.1 0.0 0.000
C 1.3021 2.8340 -2.3940 0.1 -0.1 0.0 0.000
C 2.6066 2.2197 -1.9422 -0.1 0.1 0.0 0.000
H 4.5154 1.3206 1.1654 0.0 0.0 0.0 0.001
H 4.6269 -0.2977 0.4828 0.0 0.0 0.0 0.004
H 3.1258 0.5625 0.3420 0.0 0.0 0.0 0.002
H 5.1262 0.6817 3.4091 0.0 0.0 0.0 0.000
H 4.6229 -0.5545 5.4922 0.0 0.0 0.0 0.009
H 2.8294 -2.2274 5.5746 0.0 0.0 0.0 -0.002
H 0.6846 -2.8293 4.7341 0.0 0.0 0.0 0.002
H 0.3294 -2.8817 3.0043 0.0 0.0 -0.1 0.001
H 1.5297 -3.9652 3.6828 0.0 0.0 0.0 0.006
H 2.1052 -4.6628 -0.9830 0.0 0.0 0.0 0.000
H 1.6097 -4.6225 -3.4607 0.0 0.0 0.0 0.000
H 0.7290 -2.4537 -4.4282 0.0 0.0 0.0 0.000
H -2.1496 0.7402 -3.3165 0.0 0.0 0.1 0.000
H -3.0448 2.2262 -3.6553 0.0 0.0 0.0 0.000
H -1.9469 1.5531 -4.8511 0.0 0.0 0.0 0.000
H -1.7457 4.2972 -4.2518 0.0 0.0 0.0 0.000
H 0.1940 5.7373 -3.7447 0.0 0.0 0.0 0.000
H 2.2075 4.7446 -2.6960 0.0 0.0 0.0 0.000
H 3.1644 2.8910 -1.2883 0.0 0.0 0.0 0.000
H 2.4818 1.2620 -1.4435 0.0 0.0 0.0 0.000
H 3.2365 2.0348 -2.8146 0.0 0.0 0.0 0.000
F -0.5650 -0.9606 2.3137 0.0 -0.6 0.0 0.007
As -0.6707 0.5103 3.2688 0.0 0.0 0.3 0.001
F 0.3455 -0.0821 4.4731 0.1 0.0 0.2 0.004
F 0.7478 0.8722 2.2128 0.4 0.2 -0.2 0.006
F -0.6579 2.1062 3.8023 0.0 0.2 0.2 0.000
F -1.5583 1.0182 1.8187 -0.2 0.2 -0.4 0.001
F -2.0989 0.0192 4.0023 -0.2 0.0 0.1 0.000

=====

Record 2
66
Properties=species:S:1:pos:R:3:forces:R:3:lowdin_spin:R:1 method="wB97M-V/def2-TZVPD" total_charge=+2 homo_ev="-13.63 / -13.08" spin_multiplicity=2 homo_lumo_gap_ev="5.10 / 4.58" s2=0.9481
Mn 0.0532 0.0492 0.0909 -0.1 -0.1 0.2 0.978
C -5.9737 1.0530 2.5192 0.0 0.0 0.0 0.004
C -5.7186 2.3816 2.2199 0.0 0.0 0.0 -0.002
C -4.4985 2.7804 1.6572 0.0 0.0 0.0 0.003
C -3.5754 1.7901 1.4147 0.0 0.0 0.0 -0.001
C -2.2207 1.8277 0.8573 0.0 0.0 0.0 0.009
N -1.6994 0.5686 0.8220 0.0 0.0 0.0 -0.005
C -2.6236 -0.2905 1.3358 0.0 0.0 0.0 -0.004
N -2.5127 -1.5957 1.5073 0.0 0.0 0.0 -0.002
C -1.3980 -2.2631 1.2712 0.0 0.0 0.0 -0.004
C -1.2666 -3.7025 1.5350 0.0 0.0 0.0 0.002
C -2.1478 -4.6328 2.0301 0.0 0.0 0.0 -0.001
C -1.6733 -5.9460 2.1631 0.0 0.0 0.0 0.003
C -0.3751 -6.2832 1.8167 0.0 0.0 0.0 -0.002
C 0.5182 -5.3248 1.3185 0.0 0.0 0.0 0.002
C 0.0400 -4.0423 1.1852 0.0 0.0 0.0 0.000
C 0.6716 -2.8019 0.7261 0.0 0.0 0.0 0.007
N 1.9325 -2.7505 0.3257 0.0 0.0 0.0 0.000
C 2.5081 -1.6352 -0.0813 0.0 0.0 0.0 0.007
N 1.9212 -0.4111 -0.2499 0.1 0.1 0.0 -0.004
C 2.8790 0.4685 -0.6498 0.0 -0.1 0.0 -0.005
N 2.7489 1.7665 -0.8688 0.0 0.0 0.0 -0.003
C 1.6417 2.4376 -0.6225 -0.1 0.0 0.0 -0.004
N 0.4537 1.9489 -0.1613 0.0 0.0 -0.1 -0.003
C -0.4045 2.9963 0.0096 0.1 -0.1 0.0 0.009
N -1.6457 2.9512 0.4598 0.0 0.0 0.0 -0.001
C 0.2553 4.2449 -0.3767 0.0 0.1 0.0 -0.001
C -0.1742 5.5521 -0.3684 0.0 0.0 0.0 0.003
C 0.7409 6.5212 -0.7979 0.0 0.0 0.0 -0.002
C 2.0205 6.1732 -1.2021 0.0 0.0 0.0 0.004
C 2.4524 4.8396 -1.1959 0.0 0.0 0.0 -0.002
C 1.5437 3.8959 -0.7818 0.0 0.0 0.0 0.003
C 4.1656 -0.2290 -0.7874 0.0 0.0 0.0 0.003
C 5.4123 0.2060 -1.1655 0.0 0.0 0.0 -0.002
C 6.4406 -0.7478 -1.1676 0.0 0.0 0.0 0.004
C 6.2076 -2.0636 -0.8014 0.0 0.0 0.0 -0.002
C 4.9329 -2.4954 -0.4134 0.0 0.0 0.0 0.003
C 3.9301 -1.5535 -0.4195 0.0 0.0 0.0 -0.001
N -0.2213 -1.7761 0.7874 0.0 0.0 0.0 -0.005
C -3.8317 0.4533 1.7182 0.0 0.0 0.0 0.003
C -5.0227 0.0524 2.2733 0.0 0.0 0.0 -0.002
H -6.9266 0.7843 2.9543 0.0 0.0 0.0 0.000
H -6.4757 3.1252 2.4275 0.0 0.0 0.0 0.000
H -4.2946 3.8170 1.4282 0.0 0.0 0.0 0.000
H -3.1585 -4.3671 2.3064 0.0 0.0 0.0 0.000
H -2.3334 -6.7117 2.5470 0.0 0.0 0.0 0.000
H -0.0438 -7.3055 1.9362 0.0 0.0 0.0 0.000
H 1.5342 -5.5841 1.0551 0.0 0.0 0.0 0.000
H -1.1704 5.8195 -0.0444 0.0 0.0 0.0 0.000
H 0.4464 7.5615 -0.8116 0.0 0.0 0.0 0.000
H 2.7018 6.9491 -1.5236 0.0 0.0 0.0 0.000
H 3.4535 4.5692 -1.5011 0.0 0.0 0.0 0.000
H 5.5949 1.2338 -1.4459 0.0 0.0 0.0 0.000
H 7.4385 -0.4502 -1.4590 0.0 0.0 0.0 0.000
H 7.0273 -2.7687 -0.8144 0.0 0.0 0.0 0.000
H 4.7468 -3.5203 -0.1237 0.0 0.0 0.0 0.000
H -5.2182 -0.9839 2.5112 0.0 0.0 0.0 0.000
N -1.6519 -0.2987 -3.6817 -0.1 0.0 0.0 0.006
C -0.9236 -1.4611 -3.6970 0.0 0.0 -0.1 0.000
C -0.3201 -1.5323 -2.4838 0.0 0.0 0.0 0.002
N -0.6792 -0.4326 -1.7294 0.0 0.1 -0.2 -0.012
C -1.4839 0.2883 -2.4876 0.0 0.0 0.1 0.012
H -2.2316 0.0474 -4.4293 0.0 0.0 0.0 0.000
H -0.8981 -2.1103 -4.5534 0.0 0.0 0.0 0.000
H 0.3365 -2.2969 -2.1057 0.0 0.0 0.0 0.000
H -1.9570 1.2151 -2.2070 0.0 0.0 0.0 0.001

=====

Record 3
34
Properties=species:S:1:pos:R:3:forces:R:3:mulliken_charge:R:1 method="wB97M-V/def2-TZVPD" total_charge=0 homo_ev=-7.52 spin_multiplicity=1 smiles=Cc1c[nH]c2ccccc12.Cc1ccccc1 homo_lumo_gap_ev=8.35 de_lowest_kcal_mol=80.8
C 2.2013 -1.3791 1.8025 -1.3 0.6 1.4 -1.295
C 2.1800 -2.4778 -0.4680 2.0 0.8 1.0 -0.605
C 2.1840 -1.3082 0.3008 -0.6 0.2 -0.2 1.254
C 2.0735 -2.2821 -1.8565 -1.1 -0.3 2.2 -0.586
C 1.9769 -0.0142 -0.3081 1.2 -0.1 4.6 -0.409
C 1.5091 -1.1624 -2.3297 -0.4 1.3 -2.9 -0.457
C 1.4734 -0.0128 -1.5397 -1.5 2.3 -3.9 -0.084
H 2.5909 -3.3607 0.1034 -0.9 0.6 -1.3 0.291
H 2.1903 -2.9412 -2.6098 0.8 -3.1 -1.7 0.479
H 2.7330 -0.4904 2.2336 -0.5 -0.8 -0.2 0.347
H 2.5839 -2.2953 2.2754 0.3 0.2 -0.6 0.404
H 2.2432 0.8640 0.4435 -1.2 -1.5 -2.2 0.135
H 1.2555 -1.1522 -3.4991 0.5 0.3 2.9 0.203
H 1.0742 0.8722 -2.1468 0.8 -0.8 1.6 0.262
H 1.0994 -1.3742 2.2137 2.0 0.4 -0.8 0.079
C -1.6222 -2.0426 1.1530 3.6 -1.7 2.4 -0.971
C -1.6492 1.4419 -0.2668 -2.0 -0.6 -1.5 0.276
C -1.2912 0.5617 0.7823 1.5 3.0 -0.5 0.980
C -1.8393 -0.7531 0.5574 -0.6 2.9 -2.9 0.221
C -2.5499 -0.5684 -0.6550 0.1 -0.6 1.9 -0.980
C -1.2786 2.7920 -0.4720 1.4 -0.2 1.3 -1.077
C -0.4617 3.3868 0.5481 -0.9 -0.2 -1.4 -0.175
C -0.4493 1.3013 1.6781 -1.1 -1.3 0.9 -0.029
C -0.0556 2.6196 1.6839 -1.7 0.3 -2.0 -1.223
N -2.5619 0.7108 -1.0852 0.6 2.4 -1.6 -0.072
H -3.0479 1.1247 -1.9664 1.4 -1.4 2.4 0.282
H -1.5069 3.2630 -1.4603 0.1 -0.1 1.3 0.275
H -3.1494 -1.2766 -1.1698 -0.3 -0.7 -0.3 0.474
H -0.2345 4.4522 0.4110 0.2 -0.5 0.3 0.379
H -0.3612 0.8279 2.5973 0.9 -1.1 1.8 0.501
H -2.0470 -2.1533 2.2277 0.1 -0.4 -2.1 0.228
H -0.4175 -2.2920 1.3707 -3.0 0.9 -0.7 0.093
H 0.3267 3.0677 2.5936 0.3 -0.1 -0.3 0.432
H -1.8067 -2.7262 0.3166 -0.7 -0.7 1.1 0.365

=====

Record 4
13
Properties=species:S:1:pos:R:3:forces:R:3:mulliken_charge:R:1 method="wB97M-V/def2-TZVPD" total_charge=0 homo_ev=-9.18 spin_multiplicity=1 smiles="NC(=O)C1CC1" homo_lumo_gap_ev=10.12 de_lowest_kcal_mol=69.4
N -1.0431 0.8628 -1.2028 -0.9 -0.1 -0.1 -0.415
C -1.1726 -0.1089 -0.1698 -0.3 0.0 -0.3 0.359
O -1.8808 -1.0810 -0.2930 0.3 0.1 0.1 -0.566
C -0.0598 0.1489 0.7867 -0.3 0.1 0.0 0.054
C 1.0685 -0.2430 -0.1737 -0.3 0.1 -0.5 -0.569
C 1.0639 -0.7160 1.2622 0.0 0.1 0.2 -0.580
H -1.0733 1.8481 -0.9917 0.1 -0.1 0.1 0.214
H -1.4135 0.5970 -2.0989 -0.6 0.1 0.1 0.188
H 0.0412 1.1894 1.0990 0.0 -0.2 -0.2 0.187
H 0.7689 -1.0781 -0.8027 0.0 0.1 0.0 0.134
H 1.1047 0.6512 -0.8353 2.0 -0.6 1.0 0.501
H 1.7031 -0.2837 2.0269 -0.1 0.0 -0.1 0.247
H 0.8925 -1.7865 1.3931 0.1 0.3 -0.2 0.248